No. 1
Entry from the Open Molecules 2025 dataset: a cluster of 2 separate species, C2H5NO2P in total in a non-equilibrium geometry (ωB97M-V/def2-TZVPD).

```
11
Properties=species:S:1:pos:R:3:forces:R:3:mulliken_charge:R:1
P -0.120920 -1.386901 -0.570955 0.617 -0.315 0.109 -0.235
O 1.393227 -3.082684 1.005216 0.379 -1.120 0.133 -0.605
O 1.568970 -0.891746 1.518438 0.703 0.862 1.024 -0.686
N -0.461298 0.015855 0.176567 -0.063 0.721 0.686 0.118
C -1.115279 1.147399 -0.370967 -0.017 -0.014 -0.207 -0.883
C 1.214192 -1.888540 0.923074 -1.174 0.223 -1.390 0.476
H 0.273137 0.247460 0.868760 -0.245 -0.381 -0.115 0.268
H -1.245811 1.925903 0.378592 -0.129 0.008 0.054 0.221
H -2.067193 0.879112 -0.827748 -0.025 0.088 -0.047 0.188
H 0.984487 1.497568 -1.923396 -0.149 -0.263 -0.125 0.244
H -0.423512 1.536575 -1.177582 0.103 0.191 -0.122 -0.106
```
Forces are in eV/Å.

- calculated total energy (Eh) = -625.73277
- multiplicity = 1
- E_LUMO (alpha / beta) (eV) = 2.75 / 3.63
- largest force on an atom (eV/A) = 1.83
- charge = -1

=====

No. 2
Entry from the Open Molecules 2025 dataset: a structure of composition C2H5NO2P in a non-equilibrium geometry (ωB97M-V/def2-TZVPD).

```
11
Properties=species:S:1:pos:R:3:forces:R:3:mulliken_charge:R:1
P -0.657412 0.619976 0.770241 -0.967 -0.485 -1.739 0.503
O 0.024777 -1.597450 0.105529 -1.337 -2.558 1.681 -0.381
O 0.666720 1.061839 3.018513 -0.103 -0.429 -2.493 -0.284
N 0.330738 0.892661 1.896395 1.641 1.221 5.131 0.403
C 0.519876 0.426746 -0.632069 1.556 0.731 -1.009 -0.660
C 0.614578 -1.073730 -0.781986 -0.640 2.213 1.083 0.132
H 0.124566 0.937640 -1.567651 1.104 -0.001 1.235 0.395
H -1.999487 -0.232064 -0.251235 -1.389 -0.331 -1.626 -0.221
H 1.523588 0.702529 -0.146240 -1.153 0.375 -1.672 0.344
H 1.193674 -1.626154 -1.462536 0.891 -0.502 -1.432 0.458
H -2.341617 -0.111993 -0.948961 0.397 -0.235 0.841 0.311
```
Forces are in eV/Å.

- calculated total energy (Eh) = -625.30184
- multiplicity = 1
- E_LUMO (alpha / beta) (eV) = -7.50 / -7.50
- largest force on an atom (eV/A) = 5.52
- charge = +1

=====

No. 3
Entry from the Open Molecules 2025 dataset: a cluster of 2 separate species, C2H5NO2S in total in a non-equilibrium geometry (ωB97M-V/def2-TZVPD).

```
11
Properties=species:S:1:pos:R:3:forces:R:3:mulliken_charge:R:1
S -2.937208 0.608520 -0.525948 0.304 -1.049 0.206 0.461
O -3.898290 -0.433559 -0.841134 -0.926 -0.050 -0.764 -0.513
O -2.665808 0.479970 1.138668 0.450 -0.134 0.786 -0.345
N -1.306487 -1.446002 0.775617 0.857 -1.519 -1.939 -0.321
C -1.677660 -0.225197 0.498144 -0.217 4.179 0.342 0.178
C 0.921920 1.187073 0.079806 -0.646 -1.969 -0.146 -0.962
H 1.080904 2.150826 -0.233560 0.182 2.003 -0.820 0.354
H -1.091280 -1.794838 -0.167382 0.361 -0.996 1.048 0.292
H 1.081018 0.926377 1.075648 0.231 -0.204 1.495 0.315
H -1.729824 -2.068006 1.431846 -0.674 -0.241 0.297 0.237
H 0.803814 0.357867 -0.583708 0.079 -0.020 -0.505 0.305
```
Forces are in eV/Å.

- calculated total energy (Eh) = -682.41344
- multiplicity = 1
- E_LUMO (alpha / beta) (eV) = 0.18 / 0.14
- largest force on an atom (eV/A) = 4.20

=====

No. 4
Entry from the Open Molecules 2025 dataset: an isolated molecule of C2H5NO2S in a non-equilibrium geometry (ωB97M-V/def2-TZVPD).

```
11
Properties=species:S:1:pos:R:3:forces:R:3:mulliken_charge:R:1
S 0.110123 -0.817665 2.040743 -1.314 3.423 -2.787 0.849
O -1.106824 -0.898383 2.767057 -0.148 -0.051 0.267 -0.508
O 0.867468 -1.933177 1.657002 1.075 -1.814 -0.546 -0.503
N -0.311162 0.354088 0.467823 1.680 -2.431 1.381 -0.535
C -0.327006 0.866719 -1.821021 2.612 2.020 3.113 -1.037
C 0.154738 0.000308 -0.680212 -0.442 -0.834 0.137 0.322
H 0.686689 -0.948161 -1.051517 -0.372 1.065 1.472 0.291
H 0.469018 1.513221 -2.215371 0.292 -0.424 0.020 0.285
H 0.953964 0.057546 2.629028 -0.117 0.123 0.152 0.179
H -0.894465 1.567172 -1.218058 -1.426 0.085 -1.155 0.301
H -0.602545 0.238331 -2.575474 -1.841 -1.163 -2.055 0.357
```
Forces are in eV/Å.

- calculated total energy (Eh) = -682.52575
- multiplicity = 1
- E_LUMO (eV) = 0.61
- largest force on an atom (eV/A) = 4.61
- structure (SMILES) = C/C=N/[SH](=O)=O

=====

No. 5
Entry from the Open Molecules 2025 dataset: an isolated molecule of C2H5NO2S in a non-equilibrium geometry (ωB97M-V/def2-TZVPD).

```
11
Properties=species:S:1:pos:R:3:forces:R:3:mulliken_charge:R:1
S -1.132862 -0.813779 -0.011200 0.206 0.352 -0.125 -0.155
O 0.352736 1.438205 -0.044899 0.195 0.014 0.476 -0.615
O 2.672868 -0.077973 0.036533 1.650 0.182 0.099 -0.392
N 1.424476 -0.557762 -0.092047 -1.800 0.243 -0.313 -0.118
C -2.335038 0.496226 0.028244 -1.615 0.281 -0.468 -0.763
C 0.330168 0.229341 0.024881 0.126 -0.227 -1.066 0.647
H 1.325763 -1.484851 0.208206 0.236 -1.378 0.469 0.220
H -1.953358 1.496594 -0.181158 0.419 -0.375 -0.187 0.273
H -2.751904 0.523508 1.012317 -0.284 0.107 0.689 0.278
H 2.557168 0.858748 0.185318 -0.063 0.836 0.111 0.335
H -3.198815 0.295545 -0.652981 0.930 -0.034 0.314 0.292
```
Forces are in eV/Å.

- calculated total energy (Eh) = -682.57681
- multiplicity = 1
- E_LUMO (eV) = 0.68
- largest force on an atom (eV/A) = 1.84
- structure (SMILES) = CSC(=O)NO

=====

No. 6
Entry from the Open Molecules 2025 dataset: a cluster of 2 separate species, C2H5NO2S2 in total in a non-equilibrium geometry (ωB97M-V/def2-TZVPD).

```
12
Properties=species:S:1:pos:R:3:forces:R:3:mulliken_charge:R:1
S -1.150305 -1.355731 1.919195 0.347 0.474 -0.290 -0.398
S 0.089491 1.955597 0.746365 -0.047 0.502 -0.597 -0.176
O 1.573375 -0.545203 1.198270 0.429 0.276 0.083 -0.477
O 0.920334 -1.562593 -0.723498 0.164 0.368 -0.026 -0.634
N -0.133047 0.750929 -1.626695 0.416 -0.024 0.918 -0.378
C 0.258347 0.648804 -0.355648 -0.802 0.099 0.330 0.519
C 0.883088 -0.623625 0.047677 0.089 -1.184 -0.257 0.459
H 0.438327 1.236293 1.806021 0.033 -0.235 0.259 0.193
H 0.033458 -0.054218 -2.213605 -0.011 -0.045 -0.052 0.258
H -2.326690 -1.542234 1.334360 -0.353 -0.084 -0.137 0.057
H 1.855064 -1.430819 1.471907 -0.186 -0.004 -0.227 0.377
H -0.521006 1.603739 -1.994497 -0.079 -0.142 -0.003 0.201
```
Forces are in eV/Å.

- calculated total energy (Eh) = -1080.75531
- multiplicity = 1
- E_LUMO (alpha / beta) (eV) = -1.03 / -1.88
- largest force on an atom (eV/A) = 1.21

=====

No. 7
Entry from the Open Molecules 2025 dataset: a structure of composition C2H5NO2Si in a non-equilibrium geometry (ωB97M-V/def2-TZVPD).

```
11
Properties=species:S:1:pos:R:3:forces:R:3:mulliken_charge:R:1
Si 2.363555 -1.370841 0.508468 -0.648 -1.288 1.364 0.366
O -0.213071 3.486941 -0.203735 1.519 2.943 -0.526 -0.478
O 0.849118 -1.344368 0.437663 0.017 -0.044 0.158 -0.252
N -1.192485 1.358159 -0.271459 -0.125 -0.779 -0.802 -0.436
C -0.650366 2.437268 -0.396625 -2.793 -5.298 1.494 0.474
C -1.903260 -0.338938 -0.298193 4.084 4.082 2.114 -0.334
H 3.217533 -0.867697 -0.445971 1.175 1.118 -1.677 -0.077
H -2.057415 -0.338990 0.866405 0.021 -0.613 -2.749 0.248
H -0.968829 -0.842832 -0.704472 -1.713 0.207 0.828 0.227
H -2.680096 -0.067729 -0.960768 -1.041 -0.481 -0.343 0.323
H 3.235316 -2.110968 1.468684 -0.498 0.154 0.140 -0.059
```
Forces are in eV/Å.

- calculated total energy (Eh) = -573.82604
- multiplicity = 1
- E_LUMO (eV) = -0.72
- largest force on an atom (eV/A) = 6.17

=====

No. 8
Entry from the Open Molecules 2025 dataset: a cluster of 2 separate species, C2H5NO3 in total (ωB97M-V/def2-TZVPD).

```
11
Properties=species:S:1:pos:R:3:forces:R:3:mulliken_charge:R:1
O -1.630006 0.934687 1.276272 0.248 0.305 -0.092 -0.491
O 2.050520 -0.505845 -1.522916 0.169 0.170 0.112 -0.496
O 1.329821 0.228522 0.472314 0.362 -0.470 -0.356 -0.377
N -1.603367 -0.576806 -0.433684 -0.213 -0.530 -0.222 -0.385
C 2.241956 0.106754 -0.507530 -0.233 -0.171 0.321 0.220
C -2.094037 -0.014182 0.702445 -0.450 0.134 0.355 0.101
H -3.000269 -0.513011 1.090647 0.126 -0.245 -0.102 0.319
H 3.173447 0.606541 -0.213011 -0.051 0.105 -0.244 0.332
H 0.633035 -0.412504 0.233773 -0.178 0.343 0.274 0.294
H -2.122696 -1.346918 -0.831712 0.165 0.225 -0.042 0.204
H -0.993462 -0.064202 -1.048095 0.055 0.135 -0.004 0.278
```
Forces are in eV/Å.

- calculated total energy (Eh) = -359.69853
- multiplicity = 1
- E_LUMO (eV) = 0.73
- largest force on an atom (eV/A) = 0.69
- structure (SMILES) = NC=O.O=CO

=====

No. 9
Entry from the Open Molecules 2025 dataset: a cluster of 2 separate species, C2H5NO4 in total in a non-equilibrium geometry (ωB97M-V/def2-TZVPD).

```
12
Properties=species:S:1:pos:R:3:forces:R:3:mulliken_charge:R:1
O 0.108276 0.037344 2.527146 0.408 0.316 0.499 -0.474
O -1.262854 -3.682142 -0.968702 1.071 1.622 -0.003 -0.643
O 1.624983 1.850345 -0.587216 0.340 -0.145 0.740 -0.481
O -0.347654 2.583344 -1.246900 -0.986 0.087 1.158 -0.561
N -0.121621 1.238013 0.639376 -1.705 1.215 0.662 -0.105
C 0.605096 0.426561 1.510498 -1.116 -1.323 -1.228 0.147
C 0.280474 1.989433 -0.406321 2.404 -0.352 -2.786 0.621
H 1.870688 2.291899 -1.409833 -0.261 0.068 0.021 0.325
H -0.995357 -4.489309 -1.391843 -0.779 -0.659 0.182 0.319
H 1.421725 -0.068848 0.974878 0.733 0.464 0.506 0.282
H -2.096242 -3.630540 -0.510508 -0.284 -0.951 -0.174 0.324
H -1.087518 1.453895 0.869424 0.175 -0.344 0.423 0.245
```
Forces are in eV/Å.

- calculated total energy (Eh) = -434.94272
- multiplicity = 1
- E_LUMO (eV) = 0.59
- largest force on an atom (eV/A) = 3.70
- structure (SMILES) = O=CNC(=O)O.O

=====

No. 10
Entry from the Open Molecules 2025 dataset: an isolated molecule of C2H5NO4S in a non-equilibrium geometry (ωB97M-V/def2-TZVPD).

```
13
Properties=species:S:1:pos:R:3:forces:R:3:mulliken_charge:R:1
S 0.644025 -1.430144 0.140871 -0.710 1.539 -1.618 1.203
O 1.702776 -1.069456 -1.016161 -0.787 -1.318 1.046 -0.427
O 0.767673 -2.791183 0.364741 -0.389 -2.785 -0.837 -0.589
O -0.877530 -1.006554 -0.492243 2.567 -0.498 1.317 -0.342
O 0.754164 -0.624550 1.286371 1.220 1.239 1.233 -0.580
N 0.478703 1.246882 -0.717467 1.168 1.542 -0.381 -0.544
C -0.547584 1.361841 -0.013463 -0.435 -1.988 -0.631 0.033
C -1.330220 0.127087 0.278816 -0.386 -0.886 -0.456 -0.549
H -0.969944 2.162282 0.496028 -0.216 2.219 0.732 0.422
H 1.076624 2.085466 -0.797625 -0.837 -0.108 0.097 0.221
H -1.263239 -0.056173 1.350948 0.004 -0.046 -0.011 0.309
H -2.380057 0.134534 0.067623 -0.674 0.628 -0.428 0.426
H 1.944607 -0.140033 -0.948438 -0.527 0.463 -0.064 0.419
```
Forces are in eV/Å.

- calculated total energy (Eh) = -833.04763
- multiplicity = 1
- E_LUMO (eV) = 0.59
- largest force on an atom (eV/A) = 2.93
- structure (SMILES) = [H]/N=C/COS(=O)(=O)O